DFT (the ωB97M-V functional and the def2-TZVPD basis) results for C16H48AgN9O7 as an isolated structure at a distorted geometry.

Computed properties:
- Frontier orbital gap: 0.3105 Ha
- Highest occupied orbital energy: -9.14 eV
- Relative energy (zero: lowest compared OMol25 entry of this formula, charge and spin): 0.0 kcal per mole
- Spin multiplicity: 1
- Lowest unoccupied orbital energy: -0.69 eV

```
81
Properties=species:S:1:pos:R:3:forces:R:3
Ag -22.018 14.652 -7.892 0.1 -0.7 -0.1
C -21.763 12.311 -9.935 0.1 -0.3 -0.6
O -21.696 12.253 -8.539 0.0 1.0 0.0
H -20.933 11.807 -10.461 0.3 -0.1 0.3
H -22.652 11.831 -10.375 -0.3 -0.1 0.3
H -21.749 13.306 -10.401 -0.1 0.1 0.3
C -25.327 17.341 -9.614 0.7 -0.6 0.7
C -24.073 16.519 -9.347 -0.5 -1.4 0.7
C -22.968 16.708 -10.326 1.8 -0.4 -0.6
O -21.980 15.655 -10.192 -0.7 0.1 0.3
C -20.967 15.725 -11.192 -0.5 0.1 0.3
N -23.568 16.676 -7.966 0.7 0.2 -0.1
H -25.995 17.213 -8.762 -0.1 -0.1 -0.1
H -25.809 16.912 -10.490 -0.1 0.8 -0.3
H -25.036 18.392 -9.600 -0.4 0.1 -0.7
H -24.265 15.444 -9.478 -0.5 0.1 0.3
H -22.408 17.637 -10.160 -0.4 0.3 -0.3
H -23.285 16.576 -11.363 -0.6 0.7 0.0
H -20.566 16.740 -11.171 0.7 -0.2 0.0
H -21.334 15.549 -12.210 -0.4 -0.1 0.1
H -20.299 14.907 -10.942 0.5 0.4 -0.1
H -23.345 17.663 -7.845 0.4 -0.1 0.1
H -24.260 16.510 -7.243 -0.3 -0.3 -0.3
C -24.246 8.571 -12.484 0.5 0.2 0.3
C -24.996 9.763 -13.033 -1.7 0.1 -0.7
C -24.494 11.091 -12.532 0.7 0.4 0.4
O -25.250 12.173 -13.065 -0.1 -0.5 0.2
C -25.070 13.378 -12.343 -0.2 -0.4 -0.7
N -25.012 9.679 -14.506 1.2 0.5 -0.6
H -24.111 8.575 -11.399 0.0 0.4 0.0
H -23.265 8.637 -12.967 0.2 -0.4 0.2
H -24.686 7.596 -12.685 -0.2 0.2 -0.5
H -26.068 9.744 -12.803 0.1 -0.2 0.5
H -23.431 11.179 -12.807 0.1 0.2 -0.1
H -24.540 11.172 -11.440 -0.1 -0.4 0.1
H -25.015 13.208 -11.264 0.1 0.0 0.0
H -25.955 13.973 -12.562 0.1 0.3 0.0
H -24.166 13.866 -12.719 0.1 0.3 0.3
H -25.065 10.613 -14.917 -0.8 0.0 0.3
H -24.063 9.478 -14.832 -0.1 -0.6 0.2
C -20.747 9.265 -17.325 1.4 1.1 2.4
C -21.883 9.971 -16.558 -2.4 0.1 -0.6
C -21.675 11.324 -15.887 2.1 0.3 -1.1
O -20.607 11.125 -14.941 -1.0 0.9 0.1
C -20.421 12.304 -14.170 0.9 -0.3 0.3
N -23.067 10.074 -17.484 0.4 -0.5 0.3
H -20.939 8.883 -18.321 -0.4 0.1 0.0
H -20.337 8.482 -16.684 -0.1 -0.3 -0.3
H -19.928 9.994 -17.328 0.1 -0.1 -0.6
H -22.265 9.441 -15.680 0.4 -0.9 -0.3
H -22.544 11.821 -15.451 -0.4 -0.8 0.3
H -21.321 12.071 -16.615 0.1 -0.1 -0.2
H -19.352 12.376 -13.966 0.0 0.1 0.0
H -20.914 12.263 -13.194 -0.3 -0.2 -0.1
H -20.722 13.222 -14.679 -0.1 -0.1 -0.2
H -23.363 9.101 -17.565 -0.5 0.2 0.1
H -22.676 10.199 -18.416 -0.1 0.5 0.0
C -19.214 13.374 -6.097 0.1 0.7 0.7
O -18.669 14.140 -5.312 0.3 -0.6 -0.7
N -18.715 12.856 -7.264 -0.6 -0.2 -0.1
N -20.503 12.950 -5.862 -0.9 0.0 -0.3
H -17.869 13.164 -7.705 0.1 0.3 0.3
H -19.437 12.460 -7.856 0.2 0.0 -0.2
H -21.026 12.390 -6.522 0.2 -0.2 -0.1
H -20.891 13.033 -4.941 0.3 0.2 0.1
C -19.921 8.494 -9.458 0.9 0.3 -0.9
O -19.337 7.424 -9.490 -0.5 0.1 0.1
N -19.607 9.482 -8.555 0.0 -0.4 0.2
N -20.819 8.925 -10.404 -0.6 0.4 0.3
H -20.060 10.380 -8.520 -0.1 0.0 0.1
H -18.892 9.240 -7.894 -0.1 0.1 0.1
H -21.266 9.808 -10.248 0.0 0.1 -0.1
H -21.074 8.464 -11.255 0.3 -0.6 0.2
C -24.944 10.196 -8.004 0.1 -0.1 1.0
O -26.006 9.725 -7.619 0.4 0.2 -0.5
N -23.962 9.437 -8.623 -1.2 0.0 -0.1
N -24.545 11.488 -7.809 0.4 -0.1 -0.7
H -24.197 8.458 -8.591 0.5 0.0 -0.2
H -23.015 9.764 -8.694 0.1 -0.2 0.2
H -25.034 12.131 -7.218 -0.3 -0.2 0.0
H -23.602 11.692 -8.122 0.2 0.6 0.3
```
Forces are in eV/Å.